Formula: C5H3F
Source: OMol25
Level of theory: wB97M-V/def2-TZVPD

Output
net charge: 0
HOMO energy: -8.85 eV
E: -291.90554 a.u.
multiplicity: 1
gap between HOMO and LUMO: 0.3160 Eh

Cartesian coordinates (Å):
C (0.84764, -0.19762, 0.33973)
C (-1.16448, -1.31194, -0.94632)
H (1.80810, -0.64131, 0.48515)
C (-0.27536, -0.91173, -0.21651)
H (-0.07056, 1.63419, -0.58066)
F (-2.18642, -1.93631, -1.40556)
H (0.99093, 1.92818, 0.86248)
C (0.38532, 1.22582, 0.30937)
C (-0.33517, 0.21071, 1.15233)

Per-atom natural (NBO) charges, elementary charge units:
1 C -0.37
2 C 0.54
3 H 0.26
4 C -0.19
5 H 0.21
6 F -0.24
7 H 0.23
8 C -0.50
9 C 0.05

=====

Formula: C4H10N2O
Source: OMol25
Level of theory: wB97M-V/def2-TZVPD

Output
net charge: 0
HOMO energy: -8.56 eV
E: -343.03232 a.u.
multiplicity: 1
gap between HOMO and LUMO: 0.3430 Eh
SMILES string: C/C(=N/O)N(C)C

Cartesian coordinates (Å):
H (0.13137, -2.19584, 1.40040)
H (-2.37964, -0.65953, 1.23448)
N (-0.61696, 1.50608, 0.30304)
C (-0.65776, 0.23224, -0.04972)
N (0.43402, -0.70037, -0.16937)
C (0.81525, -1.42009, 1.09863)
H (1.77483, -1.90969, 0.96910)
H (-2.24034, -1.19710, -0.51261)
H (-2.63363, 0.50296, -0.22696)
C (1.14639, -0.83788, -1.41239)
H (0.50669, -0.66636, -2.22892)
H (1.58756, -1.79292, -1.48436)
O (0.63430, 1.99518, 0.14478)
H (0.86144, -0.57643, 1.72697)
C (-2.09727, -0.37230, 0.13282)
H (2.01804, -0.09741, -1.51193)
H (1.34015, 1.37904, -0.07614)

Per-atom natural (NBO) charges, elementary charge units:
1 H 0.19
2 H 0.22
3 N -0.09
4 C 0.35
5 N -0.54
6 C -0.39
7 H 0.20
8 H 0.21
9 H 0.24
10 C -0.38
11 H 0.20
12 H 0.20
13 O -0.56
14 H 0.21
15 C -0.67
16 H 0.15
17 H 0.46

=====

Formula: C2H2N4O2P
Source: OMol25
Level of theory: wB97M-V/def2-TZVPD

Output
net charge: -1
HOMO energy: -5.39 eV
E: -788.41491 a.u.
multiplicity: 1
gap between HOMO and LUMO: 0.3317 Eh
SMILES string: N#CN=[P@@](N)([O-])OC#N

Cartesian coordinates (Å):
N (2.35049, -0.82352, 1.70211)
O (0.90263, -1.54128, -0.11747)
P (-0.27188, -0.40539, -0.78926)
N (0.51221, 0.88061, -0.26556)
H (-2.57816, -0.75610, -0.52985)
H (-1.61605, -0.00320, 0.84905)
O (-0.36498, -0.96037, -2.15352)
N (0.66606, 3.24342, 0.35802)
C (0.50175, 2.12896, 0.06646)
N (-1.72375, -0.64028, 0.02907)
C (1.62168, -1.12286, 0.85095)

Per-atom natural (NBO) charges, elementary charge units:
1 N -0.50
2 O -0.73
3 P 2.37
4 N -1.14
5 H 0.42
6 H 0.41
7 O -1.11
8 N -0.55
9 C 0.47
10 N -1.22
11 C 0.59

=====

Formula: C5H14N2O2
Source: OMol25
Level of theory: wB97M-V/def2-TZVPD

Output
net charge: 0
HOMO energy: -9.07 eV
E: -458.89253 a.u.
multiplicity: 1
gap between HOMO and LUMO: 0.3647 Eh
SMILES string: COC(C)=O.CNCN

Cartesian coordinates (Å):
H (0.97766, -0.27868, -2.44184)
H (-0.97808, -0.45247, -1.20393)
H (-1.91485, 1.06205, 0.19091)
C (0.67353, -0.81229, 1.13107)
H (-1.65146, 1.95901, -1.33243)
H (-2.17897, -1.72234, 0.89993)
C (0.48193, 0.62616, -2.09677)
H (1.24591, 1.34384, -1.79738)
H (-1.48763, -2.87231, 2.07222)
H (2.38091, -0.03879, 0.11402)
N (-0.35627, 0.31065, -0.95703)
H (1.85805, -1.65771, -0.43370)
C (-1.37296, -1.88953, 1.61388)
H (0.35434, 2.80936, -0.34473)
N (-0.39326, 2.43782, 0.23105)
H (-1.39110, -1.10927, 2.37631)
O (0.41906, 0.09075, 1.88061)
O (-0.12660, -1.86718, 0.93300)
C (1.98566, -1.00218, 0.41912)
C (-1.14930, 1.45094, -0.48696)
H (2.68414, -1.45714, 1.11731)
H (-0.08397, 1.06081, -2.93567)
H (0.02327, 2.00853, 1.05100)

Per-atom natural (NBO) charges, elementary charge units:
1 H 0.20
2 H 0.36
3 H 0.19
4 C 0.85
5 H 0.15
6 H 0.18
7 C -0.42
8 H 0.19
9 H 0.19
10 H 0.23
11 N -0.65
12 H 0.23
13 C -0.27
14 H 0.34
15 N -0.84
16 H 0.22
17 O -0.65
18 O -0.53
19 C -0.71
20 C -0.05
21 H 0.24
22 H 0.17
23 H 0.39

=====

Formula: C2H9NO2
Source: OMol25
Level of theory: wB97M-V/def2-TZVPD

Output
net charge: 0
HOMO energy: -9.03 eV
E: -286.74976 a.u.
multiplicity: 1
gap between HOMO and LUMO: 0.3488 Eh
SMILES string: C=NC.O.O

Cartesian coordinates (Å):
H (-0.39323, -0.17880, -2.81554)
H (0.68316, 3.20421, 3.01642)
O (-1.64406, -5.38363, 0.07966)
C (0.54905, -0.35198, -2.29185)
H (-1.80525, -4.42834, 0.19349)
C (0.15759, 1.52622, -0.79863)
N (0.92745, 0.89521, -1.56394)
H (1.41491, -0.53759, -2.90135)
O (0.56344, 3.92012, 3.64144)
H (-0.05865, 3.70075, 4.31451)
H (0.60584, 1.78829, 0.16978)
H (-0.95589, 1.55607, -0.75714)
H (0.50656, -1.12149, -1.52206)
H (-2.55724, -5.63193, 0.26191)

Per-atom natural (NBO) charges, elementary charge units:
1 H 0.19
2 H 0.47
3 O -0.92
4 C -0.44
5 H 0.46
6 C -0.05
7 N -0.40
8 H 0.21
9 O -0.95
10 H 0.47
11 H 0.16
12 H 0.13
13 H 0.21
14 H 0.46

=====

Formula: C8H12
Source: OMol25
Level of theory: wB97M-V/def2-TZVPD

Output
net charge: 0
HOMO energy: -6.84 eV
E: -311.81084 a.u.
multiplicity: 1
gap between HOMO and LUMO: 0.2624 Eh

Cartesian coordinates (Å):
C (-0.50560, 1.57521, 1.00071)
H (-1.23737, 1.95449, 0.30551)
H (1.91136, -2.67284, 0.66259)
H (1.35991, 1.20713, -2.08181)
H (-1.95738, 0.44259, -2.00653)
H (0.24633, -2.63779, 0.47134)
C (1.00933, 0.18061, -1.90374)
C (0.06767, 0.29672, 0.52297)
H (0.16158, 1.58267, 3.05648)
H (1.95910, -0.26483, -1.62266)
C (-1.52870, -0.19911, -1.22969)
C (-0.07025, -0.05300, -0.84994)
C (1.03311, -2.08269, 0.98490)
C (-0.37138, 2.06155, 2.23463)
H (0.84367, -2.31033, 2.06159)
H (0.65914, -0.18021, -2.86795)
H (-1.70244, -1.23038, -1.66588)
H (-0.70121, 3.06095, 2.52115)
H (-2.14471, -0.09334, -0.32363)
C (0.96786, -0.63737, 0.72996)

Per-atom natural (NBO) charges, elementary charge units:
1 C -0.24
2 H 0.21
3 H 0.22
4 H 0.20
5 H 0.23
6 H 0.25
7 C -0.62
8 C -0.07
9 H 0.20
10 H 0.22
11 C -0.65
12 C -0.06
13 C -0.68
14 C -0.33
15 H 0.21
16 H 0.21
17 H 0.21
18 H 0.20
19 H 0.21
20 C 0.10